[1]
Molecular formula: C48H71F21N4O23
Method: DFT, ωB97M-V with the def2-TZVPD basis set

For the orbital gap, the calculation gives 11.060 eV. Its total charge is 0.

```
167
C48H71F21N4O23 | the OMol25 dataset | ωB97M-V with the def2-TZVPD basis set
C 1.03564 -4.22385 1.62279
C 0.73948 -4.18440 3.01238
N 0.44839 -4.17951 4.12110
H 0.43115 -4.95773 1.12848
H 2.09354 -4.48244 1.48956
H 0.82688 -3.22549 1.21689
C -3.93310 2.68379 4.82601
C -5.32530 2.18437 5.08198
N -6.34837 1.77008 5.30856
H -3.60173 3.12096 5.78604
H -3.80621 3.50776 4.13966
H -3.29167 1.82853 4.61405
C -2.84485 -4.80099 1.45240
C -2.51481 -5.21992 0.06766
N -2.29922 -5.54297 -1.01221
H -3.90799 -4.76168 1.56541
H -2.42893 -3.83715 1.63012
H -2.34842 -5.48683 2.12043
C -3.07432 0.10558 -3.69627
C -2.46853 0.94192 -2.62652
N -2.08742 1.68702 -1.83850
H -3.73063 0.68729 -4.36807
H -3.60761 -0.76765 -3.21855
H -2.33402 -0.42032 -4.32526
C 0.99637 2.42524 -0.65768
C 0.82059 0.99547 -0.13977
O 0.13951 0.99731 1.13674
C -0.64702 -0.02848 1.41558
O -0.55270 -1.09065 0.79901
O -1.36519 0.26098 2.49637
C -2.08524 -0.87043 3.07052
H 0.04427 2.87288 -0.92998
H 1.65379 2.44258 -1.52103
H 1.50696 3.08480 0.06246
H 1.75769 0.49272 -0.04834
H 0.19289 0.44153 -0.81619
H -1.34334 -1.64539 3.38076
H -2.80114 -1.20392 2.30655
H -2.60980 -0.35549 3.92511
C -6.24508 0.32226 -1.70508
C -6.40834 1.73883 -1.22784
O -6.33358 1.75142 0.22331
C -5.21403 2.22567 0.79108
O -5.06019 2.26339 1.98880
O -4.25017 2.53203 -0.09109
C -3.08150 3.11612 0.50884
H -5.19490 -0.01562 -1.54101
H -6.40997 0.25797 -2.80779
H -7.04380 -0.28210 -1.24173
H -7.40671 2.16514 -1.43625
H -5.67631 2.49465 -1.54700
H -2.40906 2.36406 0.92010
H -3.37285 3.82517 1.25514
H -2.58183 3.53108 -0.40592
C 4.77112 0.79671 -2.31888
C 5.04572 -0.01407 -3.54737
O 6.50775 0.09832 -3.84363
C 6.85517 1.12739 -4.65082
O 6.06539 1.93796 -5.09349
O 8.21252 1.07323 -4.77617
C 8.70710 2.07363 -5.60922
H 5.36335 0.48714 -1.45600
H 3.70272 0.77990 -2.12253
H 5.09125 1.85657 -2.46471
H 4.44379 0.23026 -4.42514
H 4.91656 -1.09906 -3.41371
H 8.00824 2.88213 -5.95131
H 9.15658 1.57483 -6.44626
H 9.52018 2.45102 -5.00302
C -8.47627 0.55372 3.09128
C -7.28013 -0.34821 3.29222
O -7.20240 -1.27807 2.22237
C -6.01931 -1.80219 1.88638
O -4.94794 -1.53292 2.44841
C -6.17417 -2.84163 0.73993
F -6.18266 -4.05250 1.28068
F -7.32758 -2.65261 0.08137
F -5.09264 -2.69419 -0.04532
H -9.38575 -0.01651 2.92215
H -8.31990 1.11464 2.17206
H -8.66666 1.21803 3.93885
H -7.44492 -0.77346 4.30109
H -6.33912 0.23352 3.29786
C 2.83251 -0.08487 2.79772
C 3.83196 -0.95576 2.11617
O 3.35462 -1.31634 0.78511
C 3.85868 -2.46415 0.22744
O 4.59191 -3.22741 0.80560
C 3.26638 -2.75198 -1.11022
F 2.39034 -3.77229 -0.92505
F 2.63629 -1.69927 -1.60303
F 4.13630 -3.14638 -2.00239
H 2.59000 0.86106 2.24606
H 3.14484 0.09357 3.83080
H 1.85001 -0.55425 2.92546
H 4.07006 -1.79892 2.78894
H 4.76303 -0.38586 1.97743
C 4.26113 4.37290 -0.42311
C 4.44002 4.97585 -1.83394
O 3.23227 4.93045 -2.71806
C 2.15816 5.68062 -2.42526
O 2.16851 6.63543 -1.65504
C 0.93468 5.38340 -3.28456
F 1.23873 4.62520 -4.37911
F -0.03196 4.74138 -2.58157
F 0.47463 6.55255 -3.75707
H 5.19913 4.32682 0.14897
H 3.80259 3.40144 -0.34722
H 3.64445 5.00032 0.21819
H 5.12346 4.30491 -2.37072
H 4.85117 5.96313 -1.64792
C 4.19231 -5.12282 7.36614
C 3.09217 -4.77975 6.42804
O 2.45874 -3.52964 6.67055
C 2.65843 -2.56148 5.86122
O 3.35734 -2.40891 4.89915
C 1.78777 -1.34827 6.33057
F 2.38296 -0.13475 6.01340
F 0.60335 -1.40191 5.62207
F 1.56275 -1.31791 7.67734
H 3.91373 -5.20439 8.44543
H 4.97555 -4.40394 7.31578
H 4.72195 -6.03183 7.05518
H 2.27670 -5.49605 6.44098
H 3.43338 -4.86541 5.40041
C -0.79285 -2.50172 -2.06541
C -1.15558 -3.49230 -3.19100
O -0.08801 -4.44755 -3.23994
C -0.25881 -5.57312 -3.99056
O -1.21374 -5.99242 -4.60386
C 1.15631 -6.26188 -3.96041
F 1.40305 -6.70608 -2.70672
F 1.25061 -7.23593 -4.85347
F 2.14788 -5.32555 -4.24504
H -1.43139 -1.56343 -2.00993
H 0.19806 -2.04668 -2.11062
H -0.87397 -2.92487 -1.08889
H -1.13540 -2.94633 -4.11145
H -2.12325 -4.04581 -3.12337
C 0.23155 6.09806 1.78622
C 1.16615 5.48461 2.84366
O 0.44961 4.42054 3.52459
C 1.07862 3.90400 4.55085
O 2.17006 4.25820 4.99455
C 0.32502 2.63927 5.04075
F -0.97000 2.70437 4.85191
F 0.83979 1.57634 4.42649
F 0.41966 2.40372 6.35788
H 0.59451 6.94839 1.21659
H -0.78306 6.35499 2.25265
H -0.00786 5.39027 0.99770
H 1.48802 6.23920 3.58320
H 2.03600 5.03425 2.34886
C -1.29906 -0.87121 -7.87546
C 0.15478 -1.15108 -7.53918
O 0.84237 -0.18210 -6.71464
C 0.41933 -0.07065 -5.48518
O -0.43169 -0.75148 -4.99458
C 1.23680 0.89480 -4.63911
F 1.84717 0.16762 -3.65798
F 2.18516 1.47812 -5.36278
F 0.53102 1.79320 -3.99453
H -1.55905 0.12775 -8.23538
H -1.84046 -1.02694 -6.95244
H -1.58828 -1.62037 -8.58498
H 0.72063 -1.06819 -8.46332
H 0.27991 -2.11565 -7.07451
```

***

[2]
Molecular formula: C48H72CaF6O34
Method: DFT, ωB97M-V with the def2-TZVPD basis set

For the orbital gap, the calculation gives 8.607 eV. As for the energy above the lowest of the compared OMol25 structures with the same formula, charge and spin: 0.0000 eV. Its total charge is 0.

```
161
C48H72CaF6O34 | the OMol25 dataset | ωB97M-V with the def2-TZVPD basis set
Ca 1.22602 1.63731 3.03638
C 2.83483 -0.30464 4.60884
O 2.00218 0.75579 5.14194
O 2.59150 -0.31695 3.24674
C 4.30985 -0.19165 5.06401
F 5.15653 -0.70712 4.14284
F 4.66978 1.10988 5.18141
F 4.54125 -0.84910 6.20128
C 1.75525 0.73169 6.53459
C 0.97319 1.97446 6.97504
H -0.06843 1.92364 6.63584
H 0.95228 2.03687 8.05899
H 1.38712 2.86932 6.50650
H 2.68210 0.87337 7.10018
H 1.26554 -0.16193 6.92451
H 2.42364 -1.21025 5.07036
C -0.20862 1.78019 0.21638
O 0.23315 0.54117 0.76606
O 0.12341 2.61610 1.22867
C 0.34126 2.00119 -1.20964
F 0.26053 3.30521 -1.52193
F 1.63313 1.61230 -1.28428
F -0.32628 1.28769 -2.13607
C -0.21350 -0.72673 0.27737
C 0.64770 -1.84217 0.86109
H 0.28899 -2.79836 0.47490
H 1.72208 -1.69345 0.77818
H 0.46227 -1.89851 1.93866
H -0.17773 -0.76551 -0.81416
H -1.26519 -0.88141 0.54132
H -1.30637 1.69075 0.11255
C -1.39131 1.90103 -5.24323
C -2.29960 1.43474 -6.36278
C -3.51677 2.31731 -6.54360
O -3.65942 2.48329 -7.94878
C -2.49463 2.09145 -8.52445
O -2.20553 2.23801 -9.66269
O -1.64911 1.51807 -7.62909
H -1.90745 1.68076 -4.30085
H -1.12621 2.95539 -5.29552
H -0.49883 1.27970 -5.16230
H -2.52251 0.37303 -6.21278
H -3.35254 3.28115 -6.04949
H -4.38819 1.91594 -6.02301
C 2.20382 -5.01364 3.37838
C 1.33947 -4.03260 4.16268
C -0.04666 -4.56664 4.57819
O -0.12186 -4.23299 5.95659
C 1.03700 -3.75170 6.41420
O 1.25786 -3.30098 7.49306
O 1.95143 -3.78527 5.41226
H 3.21739 -4.61200 3.36218
H 1.83313 -5.05976 2.35511
H 2.23080 -5.98538 3.86764
H 1.13474 -3.09806 3.63823
H -0.18725 -5.63800 4.43006
H -0.81836 -4.05371 4.00557
C 4.54833 -0.13989 -0.79763
C 5.16898 -0.47844 0.54282
C 4.98932 -1.91027 1.05289
O 6.27568 -2.26367 1.52642
C 7.19723 -1.44058 0.95826
O 8.36711 -1.60758 1.07167
O 6.59945 -0.39220 0.38610
H 5.02146 -0.72459 -1.58520
H 4.79399 0.90393 -1.00089
H 3.46548 -0.26162 -0.78712
H 4.95226 0.17522 1.38979
H 4.58577 -2.54110 0.25257
H 4.27388 -1.93379 1.87585
C 2.08671 -2.74419 -2.68983
C 0.64876 -2.70213 -3.19420
C 0.15650 -1.26601 -3.55083
O 0.07394 -1.21690 -4.96109
C 0.31677 -2.45722 -5.46298
O 0.31196 -2.74816 -6.61762
O 0.65556 -3.29949 -4.49099
H 2.19253 -2.43076 -1.65186
H 2.65437 -2.02632 -3.28863
H 2.51719 -3.72583 -2.87626
H -0.08624 -3.20228 -2.56475
H 0.90923 -0.55445 -3.20784
H -0.77558 -1.03793 -3.03357
C -2.80726 -3.17969 1.77048
C -3.91523 -4.07342 2.32327
C -3.73762 -5.58447 2.09825
O -3.69648 -6.09185 3.44506
C -3.84012 -5.12463 4.35567
O -3.82668 -5.21205 5.53904
O -3.75425 -3.91001 3.73592
H -1.81248 -3.51008 2.07389
H -2.87091 -2.18877 2.22791
H -2.86713 -3.04082 0.68976
H -4.88050 -3.74883 1.93228
H -2.77863 -5.78884 1.62695
H -4.59865 -6.01049 1.59230
C 0.74488 6.08005 1.89822
C 0.35191 6.10241 0.43396
C -1.14854 5.78316 0.30670
O -1.61426 6.69013 -0.68309
C -0.66578 7.62173 -0.90086
O -0.75587 8.48419 -1.71528
O 0.43259 7.39439 -0.16187
H 0.33318 6.94807 2.41588
H 1.82224 6.02509 2.04533
H 0.28423 5.22797 2.39881
H 0.88482 5.35937 -0.16126
H -1.64759 5.88321 1.27278
H -1.28815 4.77111 -0.06650
C 1.99705 3.69218 -4.52320
C 3.47720 3.83507 -4.27818
C 4.04978 2.93883 -3.16630
O 5.25681 2.42467 -3.72946
C 5.32868 2.68580 -5.03787
O 6.22861 2.39817 -5.75784
O 4.23317 3.38225 -5.41050
H 1.68215 2.64914 -4.54852
H 1.72714 4.17883 -5.46299
H 1.38878 4.25816 -3.81413
H 3.75325 4.89104 -4.22633
H 3.41573 2.07606 -2.94921
H 4.30363 3.39370 -2.21037
C -0.75829 -8.09732 2.76145
C 0.23840 -7.44016 1.78180
C 0.46333 -8.19951 0.47885
O 0.33648 -7.18434 -0.51364
C -0.16793 -6.05620 0.03244
O -0.37090 -5.04490 -0.56199
O -0.28899 -6.18259 1.35929
H -1.46926 -8.69863 2.19239
H -1.28067 -7.29506 3.27585
H -0.24925 -8.79540 3.42320
H 1.19792 -7.25960 2.26427
H -0.27752 -8.99555 0.39010
H 1.45744 -8.63952 0.44415
C -3.18278 3.69013 -2.45702
C -3.95779 4.43535 -3.52681
C -4.30866 5.85244 -3.07878
O -3.89628 6.69955 -4.14226
C -3.23353 5.99831 -5.06480
O -2.80843 6.37739 -6.10546
O -3.12199 4.69723 -4.66914
H -2.68284 2.82411 -2.89677
H -3.91914 3.36118 -1.72254
H -2.39886 4.26736 -1.97451
H -4.80541 3.85758 -3.89451
H -3.77044 6.16898 -2.18390
H -5.35734 6.03632 -2.83936
C -3.83491 3.38312 1.03533
C -4.54408 2.04135 0.90986
C -3.79360 0.85098 1.57613
O -4.68156 0.41217 2.61002
C -5.77047 1.18250 2.64146
O -6.66344 1.02852 3.42675
O -5.78196 2.01973 1.60727
H -2.85276 3.29848 0.57521
H -3.77046 3.71699 2.07201
H -4.46765 4.10468 0.51700
H -4.75389 1.88376 -0.14942
H -2.90864 1.25743 2.07309
H -3.59108 0.02030 0.90507
```